Entry 1:
Computed, not measured: C23H20F2FeN3O3S2Te as an isolated structure at a distorted geometry, with wB97M-V/def2-TZVPD.

Atoms and positions in Å:
Fe (2.3948, -7.7580, 19.0977)
F (-2.6436, -8.1360, 17.8422)
C (-1.6925, -7.7796, 18.7646)
C (-0.3512, -8.3500, 18.6103)
C (0.5633, -7.8678, 19.6945)
C (0.1425, -6.8459, 20.5972)
C (-1.2124, -6.5730, 20.7689)
F (-1.7212, -5.8579, 21.8180)
C (-2.1532, -7.0246, 19.8459)
C (1.2362, -5.9763, 21.0333)
C (0.9681, -4.7365, 21.5995)
C (2.0051, -3.7946, 21.7430)
C (3.2879, -4.1555, 21.2898)
C (3.4975, -5.4367, 20.7585)
N (2.4707, -6.2908, 20.5458)
H (-0.3910, -9.4609, 18.5508)
H (-3.2006, -6.7510, 19.9910)
H (-0.0407, -4.5708, 21.8892)
H (1.7892, -2.7850, 22.0763)
H (4.1610, -3.5284, 21.2672)
H (4.4796, -5.7441, 20.4272)
O (5.3365, -4.4055, 15.3517)
N (5.7568, -5.5965, 15.3455)
O (6.8490, -5.8376, 15.8504)
C (7.5676, -7.7307, 21.2570)
O (6.6725, -7.8358, 20.0459)
C (5.3929, -8.2927, 20.3016)
S (4.8154, -8.6880, 21.7678)
S (4.5640, -8.3670, 18.8007)
H (8.4993, -7.3866, 20.8397)
H (7.6919, -8.7555, 21.6709)
H (7.1271, -7.0247, 21.9996)
C (-0.0423, -7.8254, 15.9548)
C (0.5735, -8.0313, 17.3152)
N (1.8443, -8.1822, 17.4664)
H (-1.0310, -7.3503, 16.0104)
H (-0.1306, -8.8268, 15.4908)
H (0.6648, -7.2821, 15.3545)
C (2.9727, -5.0791, 13.8549)
Te (3.9917, -6.7869, 14.8698)
C (4.6893, -7.2572, 12.8077)
C (3.7817, -6.5504, 11.8991)
C (3.7381, -6.8211, 10.5242)
C (3.0153, -6.0413, 9.6578)
C (2.2478, -4.9493, 10.1584)
C (2.3009, -4.6322, 11.5168)
C (2.9755, -5.4650, 12.4041)
H (3.4993, -4.1716, 14.1449)
H (1.9885, -5.0005, 14.2872)
H (4.6155, -8.3445, 12.6881)
H (5.7295, -6.9892, 12.7974)
H (4.3186, -7.7500, 10.2253)
H (3.0283, -6.3236, 8.6114)
H (1.5965, -4.4440, 9.4675)
H (1.7381, -3.7565, 11.9129)

Properties
2S+1: 6
Electronic energy: -103564.658 eV
Relative energy (zero: lowest compared OMol25 entry of this formula, charge and spin): 100.2 kcal per mole
⟨S²⟩: 8.90
HOMO energy (spin up / spin down): -0.2388 / -0.2955 Ha
Orbital gap (spin up / spin down): 5.53 / 6.90 eV


Entry 2:
Computed, not measured: C16H26IO5P2Ru as an isolated structure at a distorted geometry, with wB97M-V/def2-TZVPD.

Atoms and positions in Å:
C (-4.5609, -3.2998, -0.6141)
C (-3.5626, -2.9980, 0.4401)
H (-5.3167, -4.0584, -0.2812)
H (-3.9811, -3.6657, -1.4821)
H (-5.0419, -2.3347, -0.8617)
O (-3.5564, -3.4998, 1.5598)
I (-2.2593, -0.6553, -2.5266)
Ru (-2.1368, -1.6408, -0.0910)
P (-2.1450, 0.6620, 0.6036)
C (-1.2994, 1.3204, 2.0823)
C (-1.9623, 2.0818, -0.5240)
H (-2.8180, 2.7589, -0.3822)
H (-4.0717, 1.6127, 1.6758)
H (-1.9424, 1.7206, -1.5663)
H (-4.5014, 0.6042, 0.2397)
H (-0.2233, 1.3844, 1.8827)
H (-1.0053, 2.5831, -0.3234)
C (-3.8764, 0.6760, 1.1389)
H (-1.6897, 2.3189, 2.3011)
H (-4.0606, -0.1838, 1.8010)
H (-1.4612, 0.6651, 2.9422)
P (0.0968, -2.1953, -0.7739)
C (1.5218, -2.4229, 0.3507)
C (-0.2498, -3.9037, -1.2592)
H (0.4644, -0.4621, -2.4261)
H (0.9469, -2.0807, -3.0305)
H (1.9769, -1.1757, -1.8564)
C (0.9510, -1.4107, -2.1677)
H (-0.7883, -3.8830, -2.2124)
H (0.7017, -4.4357, -1.3588)
H (2.2502, -3.0684, -0.1551)
H (1.2179, -2.8774, 1.2971)
H (-0.8658, -4.3810, -0.4845)
H (1.9745, -1.4481, 0.5636)
C (-1.3614, -1.8498, 1.5798)
O (-0.8338, -1.9547, 2.6267)
O (3.9681, 1.4573, 1.9595)
C (4.0189, 2.3322, 0.9670)
C (5.1174, 3.2111, 0.7756)
C (5.0457, 4.1760, -0.2329)
C (3.9854, 4.1945, -1.1482)
C (2.9219, 3.2902, -1.0048)
C (2.9375, 2.3509, 0.0211)
C (1.8157, 1.3562, 0.1544)
O (0.9526, 1.3192, -0.7517)
O (1.8154, 0.6372, 1.2277)
H (3.0300, 0.9597, 1.8418)
H (5.9584, 3.1510, 1.4719)
H (5.8832, 4.8655, -0.3428)
H (3.9246, 4.9453, -1.9341)
H (2.0945, 3.2508, -1.7123)

Properties
2S+1: 6
Electronic energy: -56493.654 eV
Relative energy (zero: lowest compared OMol25 entry of this formula, charge and spin): 4.1 kcal per mole
⟨S²⟩: 8.80
HOMO energy (spin up / spin down): -0.5292 / -0.5656 Ha
Total charge: +2
Orbital gap (spin up / spin down): 8.49 / 5.43 eV


Entry 3:
Computed, not measured: a 4-piece molecular cluster, C40H61F24N3O6P overall at a distorted geometry, with wB97M-V/def2-TZVPD.

Atoms and positions in Å:
C (2.5243, 1.8544, 1.2535)
O (2.1060, 0.7348, 2.0109)
C (2.8435, -0.4264, 1.7498)
C (2.3564, -1.2469, 0.5431)
P (3.2853, -0.7754, -1.0415)
N (3.9025, -2.1914, -1.7481)
O (2.0630, -0.4084, -2.0531)
C (2.5753, -2.7196, 0.9377)
N (1.1966, -3.3540, 1.1445)
C (1.1197, -4.4883, 2.1079)
C (0.1500, -5.5335, 1.6214)
C (-1.3042, -5.1476, 1.7918)
O (-1.7467, -4.5585, 0.5789)
C (0.2945, -2.2169, 1.3368)
C (0.8046, -1.2812, 0.2754)
C (0.0208, -0.0069, 0.1282)
C (-1.4213, -0.2264, -0.3547)
C (-1.6622, -1.4998, -1.1503)
C (-3.1405, -1.8899, -1.2082)
C (-3.9951, -1.1484, -2.2228)
C (-4.7179, 0.1638, -1.8986)
C (-5.9418, -0.0077, -0.9691)
C (-5.8067, 0.2469, 0.5281)
C (-5.4861, 1.7000, 0.8607)
C (-5.4208, 2.0193, 2.3680)
C (-4.0763, 2.5362, 2.8348)
C (-4.1264, 2.9695, 4.3002)
N (-3.7691, 1.8994, 5.2106)
C (-2.5149, 1.4482, 5.4176)
C (-2.5780, 0.4202, 6.3117)
C (-3.9191, 0.2504, 6.6573)
C (-4.6342, 1.1775, 5.9695)
H (2.4325, 1.6519, 0.1913)
H (1.8667, 2.6682, 1.4853)
H (3.5419, 2.1519, 1.4774)
H (3.8759, -0.1406, 1.5451)
H (2.8571, -1.0075, 2.6609)
H (4.7747, -2.4502, -1.3015)
H (3.2693, -2.9834, -1.7570)
H (2.4794, -0.1314, -2.8741)
H (3.0849, -3.3526, 0.2254)
H (3.1042, -2.8857, 1.8654)
H (1.0056, -3.7839, 0.2417)
H (2.0910, -4.9460, 2.2177)
H (0.8273, -4.1317, 3.0793)
H (0.3329, -5.7696, 0.5795)
H (0.3184, -6.4477, 2.1685)
H (-1.4004, -4.4435, 2.6147)
H (-1.8844, -6.0219, 2.0513)
H (-2.7052, -4.5368, 0.5863)
H (-0.7519, -2.4573, 1.2761)
H (0.5086, -1.7485, 2.2795)
H (0.7375, -1.8782, -0.6350)
H (-0.0298, 0.4570, 1.1036)
H (0.5332, 0.7067, -0.4900)
H (-1.6654, 0.5994, -1.0047)
H (-2.1276, -0.1884, 0.4597)
H (-1.1704, -2.3546, -0.7102)
H (-1.3619, -1.3391, -2.1769)
H (-3.1349, -2.9264, -1.5312)
H (-3.5693, -1.8903, -0.2162)
H (-3.4052, -1.0335, -3.1193)
H (-4.7899, -1.8384, -2.4777)
H (-5.0973, 0.5208, -2.8448)
H (-4.0887, 0.9576, -1.5210)
H (-6.7282, 0.6384, -1.3326)
H (-6.2830, -1.0261, -1.1251)
H (-6.7808, 0.0646, 0.9675)
H (-5.1292, -0.4278, 1.0381)
H (-4.5951, 2.0655, 0.3663)
H (-6.3101, 2.2830, 0.4707)
H (-6.1273, 2.8143, 2.5724)
H (-5.6960, 1.1283, 2.9188)
H (-3.7400, 3.3362, 2.1890)
H (-3.3541, 1.7382, 2.7247)
H (-3.4629, 3.7988, 4.4812)
H (-5.1381, 3.2674, 4.5153)
H (-1.6842, 1.9050, 4.9250)
H (-1.7384, -0.1405, 6.6569)
H (-4.2880, -0.4867, 7.3336)
H (-5.6909, 1.3185, 5.9936)
C (-2.7673, 0.8474, -8.2248)
C (-3.0571, 1.3129, -6.7872)
C (-2.8312, 0.3212, -5.6431)
F (-3.6460, -0.7455, -5.7388)
F (-3.1081, 0.9453, -4.4708)
F (-4.3048, 1.8144, -6.7103)
F (-2.1895, 2.3372, -6.5400)
O (-3.8644, 0.4560, -9.0258)
C (-4.3441, -0.8236, -9.0529)
C (-5.8021, -0.8846, -8.5872)
F (-5.9094, -0.4405, -7.3199)
F (-6.2156, -2.1688, -8.6264)
F (-3.5668, -1.6771, -8.3620)
F (-4.3336, -1.2312, -10.3387)
H (-2.3883, 1.7379, -8.7226)
H (-1.9593, 0.1166, -8.2563)
H (-1.7928, -0.0208, -5.6203)
H (-6.4309, -0.2746, -9.2378)
C (10.5016, -3.4368, -0.3156)
C (9.2467, -2.5798, -0.0737)
C (7.8758, -3.2472, -0.2081)
F (7.6400, -3.6818, -1.4577)
F (6.9155, -2.3225, 0.0829)
F (9.2859, -1.4764, -0.8437)
F (9.3080, -2.1732, 1.2270)
O (11.1378, -3.3317, -1.5722)
C (10.7932, -4.1079, -2.6444)
C (10.2994, -3.2548, -3.8166)
F (9.2067, -2.5518, -3.4560)
F (9.9634, -4.0722, -4.8357)
F (9.9028, -5.0635, -2.3181)
F (11.9094, -4.7333, -3.0658)
H (11.2354, -3.0372, 0.3817)
H (10.3430, -4.4752, -0.0246)
H (7.7754, -4.0839, 0.4876)
H (11.0822, -2.5659, -4.1379)
C (0.4123, 7.1140, 5.2226)
C (1.7556, 7.5940, 4.6467)
C (1.7356, 8.4767, 3.3951)
F (1.2102, 7.8176, 2.3429)
F (3.0065, 8.8101, 3.0850)
F (2.5663, 6.5331, 4.4446)
F (2.3238, 8.3617, 5.6166)
O (0.0010, 5.7902, 4.9164)
C (-0.7281, 5.4746, 3.8124)
C (0.0311, 4.5013, 2.9086)
F (1.1845, 5.0341, 2.4681)
F (-0.7299, 4.2123, 1.8243)
F (-1.1479, 6.5520, 3.1354)
F (-1.8339, 4.8084, 4.2289)
H (0.5733, 7.0901, 6.2983)
H (-0.3840, 7.8376, 5.0523)
H (1.1652, 9.3919, 3.5745)
H (0.2537, 3.5767, 3.4465)

Properties
2S+1: 1
Electronic energy: -133726.774 eV
HOMO energy: -0.3568 Ha
Total charge: +1
Orbital gap: 7.30 eV


Entry 4:
Computed, not measured: C8H6LiN2O2 as an isolated structure at a distorted geometry, with wB97M-V/def2-TZVPD.

Atoms and positions in Å:
N (1.7661, -1.7983, 0.1064)
C (1.0290, -0.5792, 0.1062)
C (1.6099, 0.6938, 0.1895)
C (0.8766, 1.8813, 0.2112)
C (-0.5140, 1.8317, 0.1526)
C (-1.0894, 0.5794, 0.0540)
C (-0.3631, -0.5987, 0.0382)
C (-1.3219, -1.7506, -0.0428)
O (-1.0698, -2.9054, 0.0439)
N (-2.6257, -1.1912, -0.1694)
C (-2.5395, 0.2179, -0.0357)
O (-3.4657, 0.9567, 0.0437)
H (1.9438, -2.0767, 1.0685)
H (2.6815, -1.6862, -0.3165)
H (2.6962, 0.7362, 0.2806)
H (1.3544, 2.8495, 0.2918)
H (-1.1375, 2.7117, 0.1863)
H (-3.0979, -1.4719, -1.0227)
Li (3.2671, 1.6001, -1.1859)

Properties
2S+1: 1
Electronic energy: -15667.238 eV
HOMO energy: -0.4783 Ha
Total charge: +1
Orbital gap: 7.78 eV


Entry 5:
Computed, not measured: one molecule with the formula C4H6N2O5S at a distorted geometry, with wB97M-V/def2-TZVPD.

Atoms and positions in Å:
O (-2.8548, -0.9042, -0.6526)
C (-1.7314, -0.9912, -0.2686)
C (-1.0209, -2.2733, 0.2721)
C (0.4418, -1.8549, 0.3722)
C (0.3131, -0.4066, 0.1776)
O (1.4591, 0.2730, 0.2793)
S (1.3949, 1.8999, 0.5709)
O (0.4206, 2.2614, 1.5521)
O (2.7898, 2.2474, 0.7223)
N (0.7366, 2.2471, -0.9283)
O (-0.5540, 2.7253, -0.8891)
N (-0.8256, 0.0755, -0.1768)
H (-1.5644, -2.4315, 1.1768)
H (-1.1030, -3.3360, -0.2203)
H (1.1194, -2.4181, -0.4616)
H (0.8370, -2.1561, 1.2393)
H (1.2440, 2.9579, -1.4382)
H (-1.1021, 2.0845, -1.3270)

Properties
2S+1: 1
Electronic energy: -28294.933 eV
SMILES: O=C1CCC(OS(=O)(=O)NO)=N1
Relative energy (zero: lowest compared OMol25 entry of this formula, charge and spin): 0.6 kcal per mole
HOMO energy: -0.3794 Ha
Orbital gap: 10.42 eV


Entry 6:
Computed, not measured: C3H9N2O as an isolated structure at a distorted geometry, with wB97M-V/def2-TZVPD.

Atoms and positions in Å:
N (1.1144, -2.1589, -2.3002)
C (-1.4491, -0.0320, 0.4984)
C (-0.1351, 0.1496, 0.2329)
N (0.6449, 1.1042, 0.8320)
C (0.0052, 1.3626, 2.0258)
O (-0.3320, -0.0993, -0.9446)
H (1.7112, -1.8386, -3.1009)
H (0.6562, -1.5970, -1.6088)
H (0.4099, -2.7500, -2.6582)
H (-2.1810, 0.7191, 0.5450)
H (-1.8807, -0.9232, 0.5611)
H (1.6363, 1.0632, 0.5405)
H (-0.4858, 0.4921, 2.4934)
H (-0.7022, 2.1918, 1.7740)
H (0.6515, 1.9380, 2.7446)

Properties
2S+1: 1
Electronic energy: -8272.902 eV
Relative energy (zero: lowest compared OMol25 entry of this formula, charge and spin): 142.3 kcal per mole
HOMO energy: -0.4633 Ha
Total charge: +1
Orbital gap: 6.13 eV